C13H48N6O16 | ωB97M-V/def2-TZVPD

Geometry (Å):
C -3.9402 -2.8307 -0.8235
O -4.8315 -2.3075 -1.4949
N -4.1037 -4.0724 -0.2265
N -2.8175 -2.1680 -0.4494
H -4.9340 -4.6080 -0.3851
H -3.3062 -4.5275 0.1733
H -2.1133 -2.6059 0.1109
H -2.7235 -1.1876 -0.7189
C 0.4742 0.4225 0.2614
O 1.7031 0.3846 0.3394
N -0.3976 0.7116 1.2534
N -0.1932 0.1941 -0.9231
H -0.0382 1.0336 2.1374
H -1.3703 0.8873 1.0563
H -1.1994 0.2138 -0.9210
H 0.3124 -0.1371 -1.7191
C -4.1039 1.2070 -0.3633
O -2.9932 0.6452 -0.3472
N -5.1585 0.5679 -0.9461
N -4.3814 2.3500 0.2972
H -6.0690 0.9784 -0.8796
H -5.0342 -0.3991 -1.2473
H -3.6149 2.8835 0.6646
H -5.3070 2.7140 0.1913
C 2.3885 -3.0299 -3.9953
C 2.7738 -1.7321 -3.2954
O 2.7426 -0.5930 -4.1635
O 1.1543 -2.7689 -4.7047
H 2.1867 -3.7527 -3.1962
H 3.0946 -3.4301 -4.7238
H 3.8114 -1.6906 -2.9582
H 2.1415 -1.5224 -2.4229
H 1.8274 -0.3592 -4.3660
H 0.8869 -3.6040 -5.1002
C 5.1261 -0.8221 0.6354
C 5.5066 0.4727 -0.0588
O 6.7386 0.9837 0.4721
O 3.8689 -1.2845 0.1779
H 5.1592 -0.6607 1.7201
H 5.9178 -1.5536 0.4487
H 4.7667 1.2532 0.1193
H 5.6644 0.3737 -1.1348
H 7.5168 0.6112 0.0585
H 3.2246 -0.5856 0.4147
C -0.3984 3.2586 -3.0496
C -1.3515 3.7937 -4.1264
O -2.2487 2.7375 -4.5154
O 0.2951 2.1353 -3.5561
H -0.9993 2.9759 -2.1771
H 0.3689 3.9785 -2.7657
H -0.8007 4.0530 -5.0262
H -1.9403 4.6042 -3.6926
H -3.1092 2.9221 -4.1345
H -0.2554 1.3440 -3.5007
C 2.8393 0.3950 4.0018
C 4.1997 0.0665 4.5754
O 4.0520 -0.2504 5.9780
O 2.4643 1.7047 4.4386
H 2.0684 -0.2988 4.3447
H 2.9029 0.3767 2.9068
H 4.9661 0.8424 4.5171
H 4.6283 -0.8107 4.0880
H 3.7684 0.5852 6.3705
H 1.5059 1.7719 4.2769
C -2.9695 -1.3091 3.3251
C -4.4363 -1.0231 3.0412
O -5.1979 -0.9633 4.2381
O -2.3927 -0.2991 4.1444
H -2.3997 -1.3185 2.3967
H -2.8496 -2.2908 3.7949
H -4.8355 -1.7779 2.3579
H -4.5321 -0.0490 2.5640
H -4.9104 -1.6332 4.8658
H -2.7795 -0.3313 5.0251
O 2.6471 2.1659 -1.8150
H 2.5087 1.6014 -1.0360
H 1.9144 1.9538 -2.4165
O -0.2449 1.9005 4.6396
H -1.0848 2.3557 4.5122
H -0.4547 0.9634 4.4910
O -0.5086 -0.6221 -3.7775
H -0.9080 -0.8159 -4.6320
H 0.1226 -1.3475 -3.6393

Results
LUMO energy ... -0.10 eV
Structure (SMILES) ... NC(N)=O.NC(N)=O.NC(N)=O.OCCO.OCCO.OCCO.OCCO.OCCO.O.O.O
Spin multiplicity ... 1
Frontier orbital gap ... 9.07 eV
Energy ... -2056.5544 Eh
HOMO energy ... -9.2 eV

---

C13H4BF7NO3PdS2 | ωB97M-V/def2-TZVPD

Geometry (Å):
Pd -0.5000 -0.2539 -0.8012
F -0.9118 -6.4442 -3.8432
C -0.6523 -5.4891 -2.9409
C -1.3582 -4.3027 -2.9504
F -2.3142 -4.1066 -3.8664
C -1.0813 -3.3265 -2.0108
F -1.8318 -2.2115 -2.0778
C -0.1006 -3.4643 -1.0361
S 0.2894 -2.2610 0.1876
C 0.5878 -4.6776 -1.0597
F 1.5497 -4.9237 -0.1625
C 0.3254 -5.6745 -1.9808
F 1.0183 -6.8197 -1.9528
O -2.0666 2.3837 0.0254
C -1.1543 2.1835 0.8036
N -0.6309 0.9413 1.1155
S 0.7940 1.0963 1.9140
O 0.7986 0.3254 3.1267
O 1.9122 0.9450 1.0186
C 0.6099 2.8145 2.2754
C 1.3675 3.6264 3.0982
C 0.9942 4.9617 3.1835
C -0.0988 5.4518 2.4684
C -0.8488 4.6138 1.6537
C -0.4739 3.2846 1.5758
H 2.2126 3.2415 3.6526
H 1.5573 5.6350 3.8179
H -0.3675 6.4969 2.5579
H -1.7043 4.9694 1.0948
F 0.8378 -0.7357 -3.3871
B 0.4432 0.2448 -2.5652
F 0.7974 1.4754 -2.9350

Results
Total charge ... -1
LUMO energy (spin up / spin down) ... 2.70 / 1.61 eV
Spin multiplicity ... 3
Frontier orbital gap (spin up / spin down) ... 7.37 / 6.85 eV
Energy ... -2426.5955 Eh
<S²> ... 2.006
HOMO energy (spin up / spin down) ... -4.7 / -5.2 eV

---

C13H50N6O12 | ωB97M-V/def2-TZVPD

Geometry (Å):
C 3.8501 -2.6616 0.8316
C 2.6661 -2.9523 -0.1422
O 3.1944 -3.3407 -1.3439
H 3.4532 -2.4020 1.8170
H 4.3302 -1.8007 0.3523
H 4.5347 -3.5085 0.9250
H 1.9849 -2.1086 -0.2487
H 2.0837 -3.7576 0.2329
H 2.8644 -2.7266 -2.0016
C 2.8250 -0.5909 -2.4473
O 2.0515 0.2675 -1.6606
N 2.3153 -1.4966 -3.1620
N 4.1015 -0.3860 -2.5535
H 1.3220 -1.6130 -3.1295
H 2.8409 -1.9519 -3.9176
H 4.3472 0.5247 -2.0600
H 4.7102 -0.9014 -3.1815
C -1.3265 0.1174 -3.9501
O -0.3474 -0.7065 -3.4079
N -1.1719 0.6471 -5.1394
N -2.4204 0.5146 -3.4033
H -0.3071 0.4194 -5.6755
H -1.8544 1.2527 -5.6162
H -2.7180 0.0019 -2.5559
H -3.1124 1.0996 -3.8198
C -4.2582 -0.8951 1.3445
O -3.6750 0.3265 1.7665
N -5.1718 -0.9133 0.4035
N -4.0776 -2.0744 1.9244
H -5.3371 -0.0674 -0.1379
H -5.6799 -1.7312 0.0986
H -3.3802 -2.1012 2.6544
H -4.6110 -2.9195 1.7976
C -0.6399 1.4549 3.7370
O 0.5816 0.7043 3.4795
H -1.0576 1.0100 4.7311
H -1.3304 1.3432 2.9227
H -0.4204 2.4972 3.8682
H 1.0438 1.0792 2.6966
C -2.7272 -2.3458 -1.3349
O -3.3825 -1.1465 -1.5590
H -3.4141 -3.1710 -1.6286
H -2.3935 -2.5189 -0.3296
H -1.7884 -2.2696 -1.8442
H -4.0053 -1.1031 -0.8200
C -0.6488 0.1428 0.3010
O 0.7447 0.1833 0.5115
H -1.1930 1.0960 0.0740
H -1.1122 -0.3596 1.1351
H -0.7920 -0.5223 -0.5854
H 1.2351 0.3241 -0.3486
C -2.1173 3.5450 1.5183
O -3.1043 2.7459 0.9268
H -2.0878 4.5410 1.1894
H -1.1411 3.2928 1.0785
H -2.1338 3.5267 2.6327
H -3.0120 1.8230 1.1860
C 0.0689 2.6973 -2.1565
O -1.3086 2.8865 -2.1529
H 0.2808 1.9005 -2.8426
H 0.4821 2.3543 -1.2211
H 0.6392 3.6224 -2.4575
H -1.7244 2.0572 -2.4195
C 2.2348 3.5594 2.2268
O 1.3032 2.7917 1.4703
H 2.0553 3.5915 3.2754
H 2.3373 4.5811 1.8904
H 3.2430 3.1483 2.2426
H 1.5767 2.8410 0.5417
C 3.7312 0.3609 2.5671
O 3.4789 0.6662 1.2161
H 4.7795 0.0364 2.5793
H 3.0522 -0.4254 2.8383
H 3.6523 1.2335 3.2239
H 2.5349 0.5740 1.1548
C -0.4572 -3.0017 1.6376
O 0.5960 -2.1855 1.9633
H -0.3646 -3.8673 2.2503
H -0.4718 -3.0365 0.5595
H -1.3600 -2.4714 1.9577
H 0.5102 -1.3511 1.5233

Results
LUMO energy ... -0.05 eV
Structure (SMILES) ... NC(N)=O.NC(N)=O.NC(N)=O.CCO.CO.CO.CO.CO.CO.CO.CO.CO
Spin multiplicity ... 1
Frontier orbital gap ... 8.72 eV
Energy ... -1756.5338 Eh
HOMO energy ... -8.8 eV

---

C13H52Ba2NO13 | ωB97M-V/def2-TZVPD

Geometry (Å):
N -11.9634 -1.3573 -16.4736
H -12.3210 -1.3284 -15.5108
H -12.8355 -1.2234 -17.0946
H -11.5442 -2.2731 -16.6731
H -11.2379 -0.6464 -16.6173
Ba -15.1989 1.6963 -17.1298
Ba -15.6077 -2.3921 -15.4114
O -14.9776 0.8746 -20.0406
C -14.9294 -0.5235 -20.0569
C -14.1705 -1.2993 -18.9908
O -14.4408 -1.0799 -17.5859
H -14.4631 -0.8642 -20.9989
H -15.9478 -0.9614 -20.1208
H -13.0901 -1.0991 -19.1405
H -14.2445 -2.3726 -19.2119
C -18.3130 -2.0884 -18.0252
O -17.3747 -2.9830 -17.3769
H -18.0785 -1.9842 -19.0814
H -19.3332 -2.4461 -17.8980
H -18.2350 -1.1164 -17.5395
H -17.2674 -3.8158 -17.8485
C -11.7813 3.0819 -18.2711
O -12.5459 1.8584 -18.2889
H -10.8156 2.9350 -18.7593
H -12.3146 3.8894 -18.7685
H -11.5505 3.3254 -17.2348
H -12.6748 1.6221 -19.2265
C -10.1914 0.1909 -20.2944
O -10.0735 1.3160 -21.1468
H -10.2005 0.5219 -19.2397
H -11.1328 -0.3500 -20.4648
H -9.3300 -0.4453 -20.4768
H -10.9625 1.6753 -21.2781
C -14.5611 -5.0970 -17.2365
O -13.9785 -4.4963 -16.0622
H -15.0620 -6.0558 -17.0990
H -15.3446 -4.4461 -17.6390
H -13.7837 -5.1882 -17.9935
H -13.2442 -5.0465 -15.7610
C -17.1765 -1.1326 -23.0651
O -18.1452 -2.0979 -23.4695
H -17.6076 -0.3153 -22.4807
H -16.4839 -1.6833 -22.4244
H -16.6326 -0.7741 -23.9400
H -18.8127 -1.6427 -23.9925
C -12.7320 -1.7710 -23.6969
O -12.4074 -2.0855 -25.0377
H -13.3417 -0.8559 -23.6471
H -13.4136 -2.5682 -23.3904
H -11.8646 -1.6843 -23.0377
H -11.6781 -1.5280 -25.3256
C -18.6521 1.1314 -19.3461
O -17.3122 1.2692 -18.8242
H -18.8973 2.0144 -19.9401
H -18.7478 0.2944 -20.0389
H -19.3546 1.0652 -18.5202
H -16.6541 1.0428 -19.5320
C -16.1460 4.3593 -19.7435
O -15.2221 3.4536 -19.1206
H -16.5324 5.0912 -19.0379
H -15.7602 4.8422 -20.6384
H -17.0402 3.8204 -20.0785
H -15.1067 2.7236 -19.7661
C -11.0662 -3.3645 -20.4956
O -10.7281 -4.4862 -19.7051
H -12.1136 -3.2288 -20.7871
H -10.7581 -2.4765 -19.9437
H -10.4644 -3.4056 -21.4071
H -11.0088 -5.2915 -20.1510
C -13.1540 3.3323 -21.9652
O -12.7902 2.0740 -21.3912
H -14.2188 3.5530 -21.8298
H -12.6242 4.1196 -21.4318
H -12.9784 3.3332 -23.0382
H -13.5825 1.5583 -21.1547
C -16.1766 2.1857 -23.6149
O -16.5948 2.0770 -22.2516
H -15.1058 1.9767 -23.6731
H -16.7030 1.4840 -24.2583
H -16.3580 3.2070 -23.9411
H -15.9534 1.5836 -21.7287

Results
Total charge ... +3
LUMO energy ... -10.52 eV
Spin multiplicity ... 1
Frontier orbital gap ... 4.86 eV
Energy ... -1609.3545 Eh
HOMO energy ... -15.4 eV

---

C13H52F2NO17S2 | ωB97M-V/def2-TZVPD

Geometry (Å):
N 8.4881 -2.1656 -6.1701
S 8.8371 -2.4967 -7.6860
O 8.6190 -3.8388 -8.1540
O 9.8949 -1.6926 -8.2635
F 7.5334 -1.7960 -8.2887
S 9.6165 -3.2230 -5.5687
O 10.9902 -2.8926 -5.8217
O 9.2745 -4.6138 -5.5307
F 9.5366 -2.9394 -4.0038
C 7.2830 -6.9973 -6.3780
O 6.9314 -8.3936 -6.4115
H 7.2248 -6.6103 -7.3958
H 6.6359 -6.3859 -5.7518
H 8.3007 -6.9546 -5.9923
H 7.1002 -8.7433 -7.2858
C 4.9936 0.0789 -8.7404
O 3.5693 0.2249 -8.7089
H 5.4143 1.0468 -9.0120
H 5.3741 -0.2249 -7.7634
H 5.3679 -0.6343 -9.4792
H 3.2751 -0.6559 -8.4500
C 12.3778 -4.9966 -8.2765
O 12.7305 -5.8897 -9.3382
H 12.9457 -5.3309 -7.4067
H 12.6946 -3.9907 -8.5489
H 11.3072 -4.9019 -8.0862
H 12.3633 -6.7597 -9.1718
C 11.9456 -0.1682 -2.9697
O 10.5270 -0.2031 -2.8325
H 12.3148 -0.8239 -3.7637
H 12.2736 0.8225 -3.3088
H 12.4019 -0.3776 -2.0050
H 10.2430 -0.0566 -3.7546
C 4.5206 -2.5362 -11.3520
O 5.8410 -2.9645 -11.1198
H 4.4363 -1.4983 -11.6895
H 3.9674 -3.1440 -12.0692
H 3.9465 -2.5744 -10.4169
H 6.3653 -2.1725 -10.9384
C 10.5948 0.7823 -6.4387
O 9.6260 0.3477 -5.4920
H 11.2134 1.6079 -6.0943
H 11.2792 -0.0511 -6.6251
H 10.0793 1.0103 -7.3734
H 9.1754 -0.4766 -5.7743
C 12.8558 -3.8283 -3.2416
O 13.6485 -4.8940 -3.7544
H 11.8027 -3.8092 -3.5109
H 13.0215 -3.6191 -2.1806
H 13.3271 -2.9831 -3.7499
H 13.3010 -5.7300 -3.4282
C 8.1234 -5.3530 -2.7303
O 7.6405 -6.4908 -2.0199
H 7.4443 -4.9931 -3.5044
H 8.2077 -4.5024 -2.0509
H 9.1323 -5.5356 -3.1003
H 7.3904 -7.1559 -2.6666
C 6.8290 -0.3518 -3.6464
O 6.6912 -0.3055 -5.0457
H 6.0264 0.1804 -3.1380
H 6.7784 -1.3843 -3.2798
H 7.7890 0.0748 -3.3419
H 7.3501 -0.8736 -5.4714
C 10.0844 -2.2544 -0.2267
O 9.2736 -1.0919 -0.4405
H 9.9792 -2.6666 0.7731
H 9.8152 -2.9551 -1.0212
H 11.1359 -1.9874 -0.3757
H 9.6956 -0.6647 -1.2028
C 5.3809 -3.6772 -6.5994
O 6.2413 -3.7250 -5.4660
H 5.8384 -4.1199 -7.4872
H 4.4867 -4.2730 -6.4138
H 5.0856 -2.6379 -6.7563
H 6.9239 -3.0380 -5.5859
C 8.3200 -0.2575 -12.5412
O 7.7735 -0.7491 -11.3261
H 8.0777 0.8034 -12.6748
H 9.4132 -0.2409 -12.5612
H 7.9100 -0.7989 -13.3886
H 7.9358 -0.0630 -10.6713
C 12.6208 -0.3338 -10.0503
O 12.3869 -1.4195 -9.2216
H 13.4384 0.3303 -9.7418
H 12.8525 -0.6303 -11.0797
H 11.7788 0.3718 -10.0799
H 11.4553 -1.4957 -8.9522

Results
Total charge ... -1
LUMO energy ... 2.22 eV
Spin multiplicity ... 1
Frontier orbital gap ... 9.81 eV
Energy ... -2856.2743 Eh
HOMO energy ... -7.6 eV

---

C13H52N12O13 | ωB97M-V/def2-TZVPD

Geometry (Å):
C 1.5056 0.3351 3.0395
O 1.8126 -0.7879 2.3875
N 2.1256 1.4781 2.7405
N 0.7086 0.2991 4.0665
H 3.0546 1.4461 2.3425
H 2.0716 2.2571 3.3595
H 0.3096 -0.6659 4.3855
H 0.5556 1.2031 4.5835
C -0.2024 2.3941 -3.4715
O 0.2936 2.6041 -4.7455
N 0.5916 2.1701 -2.4415
N -1.4944 2.3111 -3.2425
H 1.5686 2.5471 -2.4725
H 0.1976 1.8931 -1.5705
H -2.1294 2.7241 -3.9575
H -2.0004 2.2161 -2.3405
C -0.6814 -3.2079 2.5555
O -0.7514 -2.1169 1.6655
N -1.7504 -3.8279 3.0065
N 0.4606 -3.6429 2.9725
H -2.6444 -3.4889 2.6215
H -1.6994 -4.7459 3.4365
H 0.5736 -4.4539 3.6395
H 1.3496 -3.2859 2.4985
C 3.4666 -3.2139 1.1595
O 3.0066 -3.5689 2.3745
N 4.1826 -4.0059 0.4045
N 3.3856 -1.9549 0.7705
H 4.3866 -4.9919 0.7915
H 4.6426 -3.6159 -0.4505
H 2.7766 -1.4999 1.4435
H 3.3376 -1.6739 -0.2615
C -3.7924 -0.2199 0.7045
O -4.8064 -0.0019 -0.2205
N -2.8994 -1.1579 0.4155
N -3.6554 0.4921 1.7935
H -3.0694 -1.5459 -0.5695
H -1.9524 -1.1959 0.8875
H -4.3054 1.3471 1.9065
H -2.8504 0.4431 2.4295
C -2.7994 -0.8399 -2.8325
O -1.5684 -1.1639 -3.3405
N -3.3784 0.3541 -2.8565
N -3.6564 -1.7129 -2.4695
H -2.5914 0.9911 -3.1685
H -4.2474 0.6831 -2.4525
H -3.2964 -2.6319 -2.6955
H -4.6134 -1.5449 -2.1405
C -2.4184 3.4251 -0.2035
O -2.3594 2.1051 -0.6855
H -1.6064 3.5651 0.5175
H -3.3834 3.7471 0.2125
H -2.1674 4.0321 -1.0605
H -2.1944 1.5301 0.0795
C -0.0274 -3.2789 -1.3385
O -1.3944 -3.0929 -0.8845
H 0.0206 -3.7569 -2.3145
H 0.4186 -4.0689 -0.6815
H 0.4526 -2.2809 -1.3715
H -1.2384 -2.5559 -0.1235
C 2.6246 3.7691 0.4735
O 1.4256 3.0441 0.7345
H 2.9296 3.4761 -0.4865
H 3.4086 3.5211 1.1925
H 2.4386 4.8461 0.5125
H 1.6456 2.2471 1.2735
C 4.2256 0.2691 -1.3605
O 3.6536 -0.9619 -1.5465
H 4.6336 0.3371 -2.4295
H 5.0966 0.3221 -0.8155
H 3.4846 1.1321 -1.2025
H 2.9356 -0.8219 -2.1805
C 0.1566 0.2661 -0.2185
O -0.6614 0.6581 0.8635
H -0.4834 0.1851 -1.1215
H 0.6866 -0.7259 -0.1175
H 0.9106 1.0041 -0.3945
H -0.2164 0.5171 1.7415
C -1.6794 2.7601 3.3085
O -1.4504 3.9381 4.0435
H -2.0194 2.0431 4.0595
H -0.7654 2.4001 2.8965
H -2.4034 3.0011 2.5545
H -2.2434 4.0141 4.6125
C 1.4066 -0.8979 -4.4435
O 1.5686 -0.2349 -3.2075
H 1.9946 -0.6059 -5.3425
H 0.3946 -0.9649 -4.8295
H 1.6286 -1.9099 -4.2475
H 1.0426 0.5791 -3.1515

Results
LUMO energy ... -0.30 eV
Spin multiplicity ... 1
Frontier orbital gap ... 8.20 eV
Energy ... -2161.5969 Eh
HOMO energy ... -8.5 eV